(1)
Computed, not measured: the molecule C5H8O, with the ωB97M-V functional and the def2-TZVPD basis.

Structure (XYZ):
```
14
C5H8O the ωB97M-V functional and the def2-TZVPD basis
O 1.37572 -0.33682 1.43059
C -0.81467 0.21677 -0.92620
H 1.04701 -0.80042 -1.63568
H 1.03891 1.45934 -1.09490
C -0.97330 -0.19962 0.81210
H -0.12046 -1.92246 -0.83645
C 0.23381 1.20242 -0.39196
C 0.45649 -0.10015 0.42154
H -1.83641 0.12899 -0.56690
H -0.13706 2.08951 0.12229
C 0.24182 -0.89571 -0.89356
H 2.25508 -0.22824 1.05822
H -1.38031 -1.19359 1.03644
H -1.38662 0.57997 1.46446
```

net charge	0
Kohn-Sham gap	9.57	eV
HOMO level	-0.31763	Eh
ΔE to the lowest compared entry with this formula, charge and spin	4.542	eV
E	-270.39098	Eh

=====

(2)
Computed, not measured: a 13-piece molecular cluster, H26O13 overall, with the ωB97M-V functional and the def2-TZVPD basis.

Structure (XYZ):
```
39
H26O13 the ωB97M-V functional and the def2-TZVPD basis
H 5.98856 -30.29013 -0.72792
H 6.24752 -28.94452 -6.00467
O 5.57260 -29.42806 -0.72292
O 5.45907 -28.80147 -3.42725
H 3.19307 -26.25356 -2.22403
H 6.53356 -30.53496 -4.56285
H 9.55529 -29.12389 -2.40059
H 5.09419 -27.44250 -6.11093
H 5.56240 -25.36112 -4.82997
O 3.35814 -31.26271 -5.23281
O 4.23887 -28.99656 -6.52076
H 4.73153 -29.28618 -3.81709
H 6.28727 -26.61918 -6.54748
H 7.07939 -25.99320 -2.91288
H 2.86242 -27.53459 -4.73424
O 7.06857 -29.43629 -6.02076
O 3.82984 -26.69717 -2.78437
O 6.26852 -31.88455 -1.41757
H 5.71489 -31.53719 -2.11690
H 5.59173 -29.14706 -1.63775
H 4.54751 -24.37540 -4.29124
H 8.55471 -25.88039 -2.59259
O 7.91251 -26.45439 -3.01010
H 6.78399 -32.57237 -1.83881
H 4.41218 -29.01134 -7.46202
H 2.53064 -27.68321 -6.20385
O 5.98701 -31.28822 -4.33895
O 2.24780 -27.23764 -5.40528
H 3.87545 -29.86130 -6.33005
H 8.09160 -29.19017 -2.78152
H 4.50485 -26.03866 -2.94859
H 6.94437 -30.08818 -6.71058
O 8.91557 -29.67167 -2.85547
H 3.26542 -31.22116 -4.28102
H 3.85246 -32.06700 -5.39089
O 5.49113 -26.57648 -6.01780
O 5.46346 -24.64050 -4.20776
H 5.13354 -27.90511 -3.34495
H 5.96195 -31.81285 -5.13918
```

net charge	0
Kohn-Sham gap	9.37	eV
HOMO level	-0.36312	Eh
ΔE to the lowest compared entry with this formula, charge and spin	1.866	eV
E	-993.70466	Eh

=====

(3)
Computed, not measured: a 7-piece molecular cluster, C12H31ClO11 overall, with the ωB97M-V functional and the def2-TZVPD basis.

Structure (XYZ):
```
55
C12H31ClO11 the ωB97M-V functional and the def2-TZVPD basis
O -0.15618 -4.49898 2.04927
O -0.65145 1.67671 -0.39856
O -4.53070 -0.83058 -0.97327
C 0.53251 5.09677 -0.41028
C -1.37171 -1.51384 -1.09845
H -0.58219 -5.31951 2.31815
H 3.50498 6.20229 -3.78278
H 1.29829 4.38111 -0.09814
H 2.54367 4.49815 -2.54073
H -5.40706 -4.36834 0.92162
O -1.65591 -0.28786 -0.32850
O 4.10570 5.66550 -3.25688
O 3.80565 2.39379 -0.36400
O 0.49034 -0.22081 -0.79718
H -2.66719 -0.59542 -2.48844
H 3.93512 -0.39657 2.66338
C 4.56685 3.12362 0.58918
H -1.70837 -2.21395 0.87605
H -7.14676 -3.02599 1.61120
H 2.57750 -1.49023 2.34756
C -6.21800 -3.13702 2.17637
C -1.33013 -2.62550 -0.04573
H -5.54432 -2.30847 1.93984
H 5.41267 2.52750 0.94305
H 4.94385 4.02167 0.10455
H -4.08956 -0.35254 -0.25642
C -0.59519 0.54622 -0.48293
C 0.54120 -3.99607 3.18414
H 2.33712 0.27585 2.27655
Cl 1.01515 -2.36096 -2.23975
C -2.53624 -1.59122 -2.08689
H -2.35521 -2.30302 -2.87965
H 1.02131 -3.06767 2.89618
H -1.97428 -3.45688 -0.28791
H 1.01742 6.00980 -0.74894
C -3.79427 -1.91346 -1.32807
H -0.11484 5.33311 0.43888
H -0.15239 -3.79751 4.00516
H 1.30409 -4.70518 3.51464
H 4.15798 3.77200 -2.47571
O 3.40964 -0.55309 0.69810
H 3.94424 3.41414 1.44067
O -5.59775 -4.37811 1.86663
H 3.47577 1.59967 0.07409
H -0.36591 -0.47152 -2.61544
H 3.31987 3.90449 -4.03475
O -0.23038 4.57545 -1.49227
C 3.49108 4.38906 -3.06969
H -6.44489 -3.11600 3.23965
C 3.03529 -0.54152 2.07078
H -0.65051 3.76908 -1.17650
H 2.61249 -0.67698 0.17077
C -0.06845 -1.09580 -1.78122
H -0.33644 -2.98602 0.17172
O -4.12348 -2.97939 -1.04914
```

net charge	0
Kohn-Sham gap	10.06	eV
structure (SMILES)	C[C@@]1(CC(=O)O)OC(=O)O[C@H]1Cl.CO.CO.CO.CO.CO.CO
HOMO level	-0.36155	Eh
E	-1763.55442	Eh

=====

(4)
Computed, not measured: a 2-piece molecular cluster, C6H9NO2 overall, with the ωB97M-V functional and the def2-TZVPD basis.

Structure (XYZ):
```
18
C6H9NO2 the ωB97M-V functional and the def2-TZVPD basis
C 0.35131 0.98409 0.89511
H -0.76194 1.38396 -2.51021
H -1.10079 2.68395 -1.35794
C -0.61873 0.80874 -0.46567
H 0.67048 -2.53637 -1.89594
O 0.81654 -0.24567 1.37561
C -0.01821 -0.96569 2.31342
O -1.68181 0.25905 -0.24154
H -0.76021 -2.05292 -0.80763
H 0.07333 -0.51108 3.29926
H 0.37311 -1.98120 2.34136
C -0.45504 1.82905 -1.56417
C 0.24623 -1.85375 -1.16217
C 0.88271 -0.76932 -0.82795
H 0.57380 2.18100 -1.62192
N 0.60681 2.09810 1.25279
H -1.05500 -0.96471 1.97769
H 1.85741 -0.34721 -1.00009
```

net charge	0
Kohn-Sham gap (alpha / beta)	7.75 / 7.78	eV
HOMO level (alpha / beta)	-0.32355 / -0.32806	Eh
ΔE to the lowest compared entry with this formula, charge and spin	6.848	eV
E	-439.02472	Eh

=====

(5)
Computed, not measured: C31H45N7S3Ti as an isolated structure, with the ωB97M-V functional and the def2-TZVPD basis.

Structure (XYZ):
```
87
C31H45N7S3Ti the ωB97M-V functional and the def2-TZVPD basis
H -4.95637 -2.50815 -2.86393
C -0.29089 -2.11986 3.21305
H 4.17561 5.58346 -2.04266
C -2.65392 -2.64626 2.66307
C -1.76146 -0.36641 -1.23198
H -2.79453 0.55450 1.78467
H -3.09142 3.78869 -1.36723
C -5.02907 -1.41972 -2.91575
C 2.24101 -4.72213 -1.35900
H -1.67264 1.16674 -5.59790
H -3.28596 -1.89751 4.59665
H 3.07023 -2.52024 1.78320
H -3.43671 -1.67328 0.95353
C -1.19214 0.32644 -2.34225
C 2.09558 6.35407 -0.66680
H -2.21259 -2.88377 0.54368
C -1.14614 1.27109 -4.64912
S 2.00313 1.66131 1.96806
H 3.72458 3.89448 -2.28486
H -5.73804 -1.10711 -2.14646
H -3.55259 -1.49492 -0.75288
H 0.18895 -2.43278 1.11679
C -0.74836 -0.96914 4.11411
N 2.25711 5.11184 -1.41669
N 0.04124 4.47570 -1.30623
H 4.69959 -2.18859 1.17359
C 2.93240 0.28938 2.24932
H 4.46135 -2.15994 -1.38408
C 1.11528 -2.59528 -1.54285
H -1.49964 -3.62536 4.20884
H 3.15468 -0.36088 0.34889
C 4.38598 -1.56480 3.23941
H 0.66082 -2.51756 3.58230
H 5.41842 -1.21832 3.25664
H -3.41572 -3.43074 2.62849
Ti 0.49191 1.06014 -0.32875
H 0.11082 -4.47788 -1.50787
C -2.07316 -0.40638 3.59562
H 2.20316 -5.80255 -1.30485
N 3.44023 -0.51628 1.33496
C -1.09121 3.72958 -1.01680
H 2.51315 7.18117 -1.23986
H 0.68463 -0.86717 1.74133
H -0.08718 5.24477 -1.94254
N -2.22078 4.22648 -1.61805
C 2.33534 -1.91526 -1.49551
H -2.28833 5.21367 -1.80018
C 3.45951 -4.05798 -1.33028
H -1.11523 0.92800 2.19015
C 3.90436 -1.81236 1.81350
C -3.03683 -0.91835 -1.49686
H -0.18629 0.75953 -2.33947
C 1.37233 4.07399 -1.17900
H 4.13961 4.48189 -0.65462
C -1.39257 -0.98300 1.21461
H -4.08377 -1.12190 3.22880
C -3.68149 -0.77395 -2.72026
H -0.11964 0.92735 -4.78875
H 2.67433 2.72517 -0.79510
C -1.34597 -3.22577 3.20090
H -1.96049 2.24366 -0.18766
C -1.86197 0.12578 2.17444
C 1.07226 -3.97894 -1.47176
C -3.09412 -0.05937 -3.75395
H -3.59691 0.04947 -4.70808
H 4.29098 -2.45192 3.86082
S 2.43999 -0.15150 -1.54903
C -2.47150 -2.08393 1.24487
H 2.61431 6.29926 0.29711
C 3.64884 4.73862 -1.60189
C 3.50587 -2.67254 -1.39875
S 3.30168 -0.24739 3.86538
H 4.38297 -4.62076 -1.25916
H 1.04655 6.55702 -0.47159
N -1.01475 -0.39007 -0.07730
H 0.00791 -0.18000 4.11900
C -0.10948 -1.61462 1.78184
H -5.45151 -1.16183 -3.88697
N -1.04932 2.68266 -0.28573
H -2.40244 0.41095 4.24422
H 0.20011 -2.02390 -1.62160
C -3.12555 -1.51654 3.58280
C -1.83289 0.49510 -3.55621
H -1.01004 -4.05324 2.56774
N 1.68186 2.85913 -0.95602
H -1.10208 2.33779 -4.41214
H -0.86502 -1.32075 5.14491
```

net charge	0
2S+1	3
Kohn-Sham gap (alpha / beta)	5.58 / 6.33	eV
HOMO level (alpha / beta)	-0.20566 / -0.23369	Eh
ΔE to the lowest compared entry with this formula, charge and spin	0.000	eV
E	-3635.72171	Eh

=====

(6)
Computed, not measured: the molecule C5H8, with the ωB97M-V functional and the def2-TZVPD basis.

Structure (XYZ):
```
13
C5H8 the ωB97M-V functional and the def2-TZVPD basis
C -0.99140 -0.06355 1.05164
H 2.32644 1.25748 0.13925
H -0.24966 0.35524 -1.23210
C 0.29901 1.04925 -0.57123
H 0.17046 2.04678 -0.98362
C -0.34476 0.92417 0.78026
C -1.63144 -1.33998 0.80675
H -2.14938 -1.72717 1.67667
H 2.18900 0.59264 -1.51347
H -2.33525 -1.22032 -0.02814
H 1.82354 -0.41967 -0.10463
H -0.85714 -2.05208 0.49083
C 1.75056 0.59722 -0.51222
```

net charge	0
Kohn-Sham gap	10.28	eV
structure (SMILES)	CC#CCC
HOMO level	-0.34082	Eh
ΔE to the lowest compared entry with this formula, charge and spin	2.615	eV
E	-195.19592	Eh